Model a:
Computed, not measured: the ion C4H7N2S with charge +1, with the ωB97M-V functional and the def2-TZVPD basis.

XYZ file:
```
14
Properties=species:S:1:pos:R:3:lowdin_charge:R:1
C 0.991 -1.459 0.127 -0.18
C 2.281 -1.331 0.115 -0.34
C 1.075 0.809 0.050 -0.55
C -1.294 -0.368 -0.107 0.09
N 0.267 -0.277 0.055 -0.07
N 0.766 2.148 0.077 0.14
S 2.722 0.339 -0.093 1.15
H 0.439 -2.341 0.240 0.13
H 3.063 -2.119 0.285 0.12
H -1.541 0.513 -0.701 0.09
H -1.761 -1.242 -0.565 0.11
H -1.649 -0.167 0.811 0.05
H -0.157 2.601 0.032 0.14
H 1.547 2.774 0.197 0.11
```

Summary:
Orbital gap (hartree): 0.3705
E_HOMO (eV): -13.58
LUMO energy (eV): -3.50
Charge: +1

Model b:
Computed, not measured: the ion C4H7N2S with charge +1, with the ωB97M-V functional and the def2-TZVPD basis.

XYZ file:
```
14
Properties=species:S:1:pos:R:3:lowdin_charge:R:1
C 0.756 -0.522 1.968 -0.16
C 1.600 0.187 2.518 0.14
C -0.645 0.111 -1.364 -0.17
C 0.604 -1.287 0.295 -0.45
N -0.812 1.303 -1.878 0.18
N 0.185 -0.020 -0.347 -0.02
S -0.480 -2.565 -0.127 0.85
H -0.230 -0.866 2.368 0.11
H 0.292 -3.580 0.195 -0.10
H 2.518 0.728 2.670 0.06
H -1.141 -0.807 -1.840 0.15
H -1.317 1.389 -2.763 0.15
H -0.256 2.001 -1.362 0.16
H 0.658 0.704 0.119 0.11
```

Summary:
Orbital gap (spin up / spin down) (hartree): 0.2697 / 0.2634
E_HOMO (spin up / spin down) (eV): -12.11 / -12.25
LUMO energy (spin up / spin down) (eV): -4.77 / -5.09
Charge: +1

Of them, model a has the highest stability.

Model a:
Computed, not measured: a structure of composition C4H7N2S, with the ωB97M-V functional and the def2-TZVPD basis.

XYZ file:
```
14
Properties=species:S:1:pos:R:3:lowdin_charge:R:1
C 1.810 -0.861 -0.705 -0.26
C -1.388 -0.734 0.258 -0.35
C 1.576 0.081 -1.515 0.05
C -1.931 0.635 0.391 -0.32
N 1.693 -1.687 0.153 0.05
N -1.058 1.401 1.184 0.05
S -0.570 -1.996 0.657 1.08
H 2.072 0.966 -1.341 0.05
H 1.513 -0.072 -2.637 0.12
H -2.071 1.060 -0.592 0.14
H -2.898 0.584 0.722 0.10
H 2.381 -2.187 0.561 0.07
H -0.930 1.118 2.154 0.11
H -0.200 1.694 0.712 0.10
```

Summary:
Orbital gap (hartree): 0.2971
E_HOMO (eV): -13.63
LUMO energy (eV): -5.54
Charge: +1

Model b:
Computed, not measured: the ion C4H7N2S with charge +1, with the ωB97M-V functional and the def2-TZVPD basis.

XYZ file:
```
14
Properties=species:S:1:pos:R:3:lowdin_charge:R:1
N 2.578 -0.814 0.054 0.19
C 1.296 -0.852 0.125 -0.20
N 0.187 -1.237 0.243 0.17
C -1.100 -0.908 -0.103 -0.18
C -1.367 0.599 0.228 -0.24
C -0.511 1.681 -0.155 -0.55
S 1.104 1.788 -0.126 0.86
H 3.149 -0.291 0.722 0.15
H 2.939 -1.087 -0.829 0.14
H -1.839 -1.637 0.388 0.16
H -1.340 -1.087 -1.260 0.19
H -2.428 0.683 -0.237 0.16
H -1.599 0.678 1.271 0.13
H -1.068 2.484 -0.322 0.02
```

Summary:
Orbital gap (hartree): 0.3155
E_HOMO (eV): -13.19
LUMO energy (eV): -4.60
Charge: +1

Of them, model b has the highest stability.

Model a:
Computed, not measured: the ion C4H7N2S with charge +1, with the ωB97M-V functional and the def2-TZVPD basis.

XYZ file:
```
14
Properties=species:S:1:pos:R:3:lowdin_charge:R:1
C -0.694 0.958 1.148 -0.32
C 0.877 0.302 -0.471 -0.10
C -1.341 -0.376 1.550 -0.30
C 1.999 -0.091 -1.225 -0.01
N 0.458 0.887 0.497 0.11
N -1.043 -0.812 -1.093 -0.29
S -1.909 -0.034 -0.102 1.04
H -1.003 1.839 1.686 0.13
H -0.809 -1.382 1.917 0.17
H -2.184 -0.189 2.300 0.12
H 2.618 0.868 -1.077 0.15
H 1.704 -0.281 -2.294 0.12
H 2.528 -0.975 -0.758 0.14
H -1.201 -0.715 -2.079 0.04
```

Summary:
Orbital gap (hartree): 0.3675
E_HOMO (eV): -14.03
LUMO energy (eV): -4.03
Charge: +1

Model b:
Computed, not measured: a structure of composition C4H7N2S, with the ωB97M-V functional and the def2-TZVPD basis.

XYZ file:
```
14
Properties=species:S:1:pos:R:3:lowdin_charge:R:1
C 0.477 0.765 -0.577 -0.05
C -0.993 0.950 -0.561 -0.34
C 1.133 -0.336 -0.367 -0.22
C -1.647 0.779 0.780 -0.29
N -0.367 -1.395 0.031 -0.30
N 2.277 -0.836 -0.046 0.14
S -1.784 -0.690 -0.194 1.16
H 0.959 1.654 -0.839 0.13
H -1.465 1.629 -1.248 0.13
H -0.875 0.914 1.569 0.13
H -2.447 1.457 1.108 0.12
H -0.223 -2.384 -0.111 0.07
H 2.326 -0.773 0.989 0.16
H 2.628 -1.733 -0.533 0.18
```

Summary:
Orbital gap (hartree): 0.3812
E_HOMO (eV): -13.89
LUMO energy (eV): -3.51
Charge: +1

Of them, model b has the highest stability.

Model a:
Computed, not measured: the ion C3H12N5 with charge +1, with the ωB97M-V functional and the def2-TZVPD basis.

XYZ file:
```
20
Properties=species:S:1:pos:R:3:lowdin_charge:R:1
N 2.691 0.782 0.044 0.03
N 1.762 0.042 0.587 0.01
N 0.628 -0.617 -0.566 -0.07
C -0.148 -1.539 0.292 -0.10
C -1.577 -0.983 0.270 -0.08
C -1.419 0.395 -0.386 -0.38
N -1.058 1.423 0.576 0.07
N -0.281 0.159 -1.265 0.04
H 3.522 0.311 -0.285 0.12
H 2.559 1.752 -0.217 0.12
H 1.089 0.616 1.110 0.10
H 1.257 -1.113 -1.205 0.18
H 0.289 -1.510 1.291 0.12
H -0.094 -2.560 -0.080 0.13
H -2.229 -1.611 -0.334 0.12
H -1.998 -0.906 1.269 0.12
H -2.276 0.649 -1.024 0.15
H -1.620 1.369 1.419 0.09
H -1.224 2.346 0.180 0.09
H 0.127 0.993 -1.677 0.14
```

Summary:
Orbital gap (hartree): 0.3851
E_HOMO (eV): -13.24
LUMO energy (eV): -2.76
Charge: +1

Model b:
Computed, not measured: a cluster of 2 separate species, C3H12N5 in total, with the ωB97M-V functional and the def2-TZVPD basis.

XYZ file:
```
20
Properties=species:S:1:pos:R:3:lowdin_charge:R:1
C -1.231 1.366 0.058 -0.14
C -1.417 -0.130 -0.061 -0.43
C -2.700 -0.719 0.432 -0.03
N -0.581 0.436 0.849 0.10
N 1.621 -0.194 -1.369 0.16
N 1.748 -1.179 0.723 0.18
N 2.401 1.050 0.225 0.14
N 1.607 -0.023 -0.053 -0.33
H -0.715 1.823 -0.763 0.10
H -1.933 2.021 0.521 0.12
H -1.023 -0.595 -0.949 0.12
H -3.468 -0.228 -0.117 0.08
H -2.791 -0.652 1.479 0.07
H -2.590 -1.873 0.107 0.13
H 1.228 -1.013 -1.741 0.10
H 2.298 0.309 -1.958 0.16
H 1.064 -1.176 1.419 0.07
H 1.580 -1.985 0.114 0.12
H 3.065 0.894 1.033 0.17
H 1.838 1.866 0.052 0.11
```

Summary:
Orbital gap (spin up / spin down) (hartree): 0.2855 / 0.3249
E_HOMO (spin up / spin down) (eV): -13.35 / -13.31
LUMO energy (spin up / spin down) (eV): -5.58 / -4.47
Charge: +1

Of them, model a has the highest stability.

Model a:
Computed, not measured: the molecule C2H7PS2, with the ωB97M-V functional and the def2-TZVPD basis.

XYZ file:
```
12
Properties=species:S:1:pos:R:3:lowdin_charge:R:1
C 2.109 -0.972 0.068 -0.57
S 0.415 -1.300 0.410 0.53
P -0.435 0.599 0.393 0.33
C -2.159 0.362 -0.353 -0.30
S 1.010 2.173 -0.638 -0.09
H 2.318 -0.009 -0.254 -0.11
H 2.517 -1.606 -0.851 0.09
H 2.825 -1.093 1.018 0.09
H -0.796 1.092 1.636 -0.05
H -2.340 0.722 -1.315 0.01
H -2.476 -0.692 -0.358 0.04
H -2.989 0.725 0.245 0.04
```

Summary:
Orbital gap (hartree): 0.3048
E_HOMO (eV): -8.30
LUMO energy (eV): 0.00

Model b:
Computed, not measured: the molecule C2H7PS2, with the ωB97M-V functional and the def2-TZVPD basis.

XYZ file:
```
12
Properties=species:S:1:pos:R:3:lowdin_charge:R:1
C 0.833 0.040 1.655 -0.19
C -0.448 0.550 0.950 -0.60
S -0.035 1.237 -0.688 0.41
P 0.262 -0.517 -1.908 0.18
S -1.680 -0.700 -2.691 0.26
H 1.410 0.842 2.198 0.08
H 0.626 -0.691 2.422 0.05
H 1.508 -0.456 0.917 0.05
H -0.773 1.621 1.215 0.06
H -1.241 -0.105 1.069 0.04
H 1.158 0.126 -2.897 -0.11
H -1.620 -1.946 -2.242 -0.23
```

Summary:
Orbital gap (hartree): 0.3470
E_HOMO (eV): -8.71
LUMO energy (eV): 0.74

Of them, model b has the highest stability.

Model a:
Computed, not measured: a structure of composition C10H17N2, with the ωB97M-V functional and the def2-TZVPD basis.

XYZ file:
```
29
Properties=species:S:1:pos:R:3:lowdin_charge:R:1
C -2.941 0.267 -0.204 -0.09
C -2.428 -0.067 0.952 -0.09
C 1.577 -0.023 0.471 -0.19
C -1.582 -1.566 -0.650 -0.06
C -0.760 0.673 -1.266 -0.07
C -2.075 -0.225 -1.269 -0.27
C -1.213 -0.845 0.642 -0.23
C -0.284 0.405 0.186 -0.23
C -0.389 1.688 0.970 -0.07
C 3.662 -0.646 -0.796 0.00
N 2.033 0.245 1.633 0.22
N 2.201 -0.617 -0.517 0.01
H -3.824 0.905 -0.338 0.14
H -2.735 0.240 1.987 0.15
H -2.346 -2.371 -0.496 0.15
H -0.719 -2.004 -1.199 0.12
H -0.045 0.271 -2.043 0.12
H -0.995 1.728 -1.514 0.13
H -2.620 -0.185 -2.263 0.16
H -0.875 -1.354 1.458 0.11
H -1.332 2.121 0.749 0.08
H 0.390 2.425 0.951 0.09
H -0.483 1.273 2.044 0.11
H 4.034 0.341 -0.606 0.09
H 3.619 -1.064 -1.771 0.08
H 4.161 -1.381 -0.099 0.11
H 1.375 0.706 2.285 0.13
H 2.966 0.109 1.957 0.13
H 1.628 -1.051 -1.251 0.14
```

Summary:
Orbital gap (hartree): 0.3552
E_HOMO (eV): -12.45
LUMO energy (eV): -2.78
Charge: +1

Model b:
Computed, not measured: the ion C10H17N2 with charge +1, with the ωB97M-V functional and the def2-TZVPD basis.

XYZ file:
```
29
Properties=species:S:1:pos:R:3:lowdin_charge:R:1
C -1.787 -0.249 1.345 -0.02
C -1.168 1.121 1.700 -0.28
C -0.151 1.179 2.820 -0.13
C 1.259 0.920 2.450 -0.04
N 1.552 0.739 1.209 0.16
C 0.613 0.798 0.186 -0.27
N 0.619 -0.082 -0.772 -0.03
C 0.055 -0.024 -2.116 -0.14
C 0.741 -1.096 -2.931 -0.13
C 1.195 -2.203 -1.810 -0.13
C 1.425 -1.318 -0.559 -0.12
C -0.460 1.772 0.404 -0.03
H -1.506 -0.348 0.247 0.08
H -2.865 -0.240 1.488 0.09
H -1.449 -1.161 1.800 0.08
H -1.932 1.802 1.912 0.12
H -0.245 0.474 3.730 0.17
H -0.279 2.175 3.118 0.11
H 2.123 1.136 3.150 0.16
H 0.118 1.002 -2.636 0.16
H -1.051 -0.246 -2.019 0.14
H 1.635 -0.636 -3.310 0.10
H 0.282 -1.707 -3.683 0.11
H 0.366 -2.961 -1.636 0.12
H 2.141 -2.729 -2.222 0.14
H 0.970 -1.822 0.352 0.15
H 2.546 -1.055 -0.650 0.16
H -0.103 2.804 0.648 0.15
H -1.029 2.073 -0.431 0.11
```

Summary:
Orbital gap (hartree): 0.3632
E_HOMO (eV): -13.99
LUMO energy (eV): -4.10
Charge: +1

Of them, model b has the highest stability.